Here is a structure of composition C4H9N3 in a non-equilibrium geometry from the Open Molecules 2025 dataset. Energies are from the ωB97M-V functional and the def2-TZVPD basis.

The value obtained for the HOMO energy is -7.5 eV. As for the energy relative to the best compared isomer or geometry (same formula, charge and spin): 4.1041 eV. For the HOMO-LUMO gap, the calculation gives 0.3139 Ha. The largest force on an atom is 4.3 eV/Å. The LUMO energy comes out at 1.02 eV. The value obtained for the total energy is -8760.421 eV.

Structure (XYZ):
```
16
C4H9N3 (the ωB97M-V functional and the def2-TZVPD basis)
C -1.254 0.894 0.203
C -0.818 -0.358 -0.025
C 2.016 0.661 -0.378
C 1.519 -0.535 0.510
N -2.677 0.548 0.106
N -2.271 -0.695 -0.397
N 0.298 -1.114 -0.129
H -0.753 1.811 0.102
H 0.976 1.158 -0.622
H 2.616 1.283 0.270
H 2.640 0.206 -1.228
H 2.172 -1.353 0.537
H 1.306 0.005 1.397
H -3.232 1.042 -0.567
H -2.668 -1.468 0.146
H 0.129 -2.085 0.074
```

Here is the ion C3H5OS with charge -1 in a non-equilibrium geometry from the Open Molecules 2025 dataset. Energies are from the ωB97M-V functional and the def2-TZVPD basis.

The value obtained for the HOMO energy is -2.4 eV. Its structure (SMILES) is O=CCC[S-]. As for the energy relative to the best compared isomer or geometry (same formula, charge and spin): 1.4068 eV. For the HOMO-LUMO gap, the calculation gives 0.2276 Ha. The largest force on an atom is 3.8 eV/Å. The total charge is -1. The LUMO energy comes out at 3.81 eV. The value obtained for the total energy is -16074.327 eV.

Structure (XYZ):
```
10
C3H5OS (the ωB97M-V functional and the def2-TZVPD basis)
O 0.857 -2.791 -0.657
C 0.207 -1.932 -0.115
C 0.295 -0.437 -0.512
C 0.202 0.657 0.529
S -0.779 2.142 0.338
H -0.682 -2.172 0.414
H -0.129 -0.063 -1.447
H 1.299 -0.317 -0.857
H 1.191 0.852 0.983
H -0.290 0.030 1.344
```

Here is a structure of composition C15H19N5O2STc in a non-equilibrium geometry from the Open Molecules 2025 dataset. Energies are from the ωB97M-V functional and the def2-TZVPD basis.

The value obtained for the HOMO energy (alpha / beta) is -22.0 / -22.4 eV. The spin multiplicity is 4. As for the energy relative to the best compared isomer or geometry (same formula, charge and spin): 2.7899 eV. For the HOMO-LUMO gap (alpha / beta), the calculation gives 0.3168 / 0.2208 Ha. The largest force on an atom is 7.4 eV/Å. The total charge is +4. The LUMO energy (alpha / beta) comes out at -13.36 / -16.39 eV. The value obtained for the total energy is -40395.393 eV.

Structure (XYZ):
```
43
C15H19N5O2STc (the ωB97M-V functional and the def2-TZVPD basis)
N 0.063 2.209 -0.019
C 0.176 3.347 -0.009
C 0.242 4.821 -0.030
H -0.766 5.240 -0.102
H 0.830 5.150 -0.890
H 0.716 5.183 0.886
N 1.868 -1.217 -0.461
C 2.843 -1.853 -0.525
C 3.996 -2.602 -0.752
H 4.602 -2.116 -1.523
H 3.717 -3.606 -1.085
H 4.574 -2.674 0.172
N -1.995 -0.950 -0.018
C -2.992 -1.512 -0.007
C -4.314 -2.167 -0.030
H -4.327 -2.993 0.685
H -4.516 -2.558 -1.031
H -5.093 -1.447 0.239
Tc 0.407 -0.264 0.191
C 0.065 -1.671 1.397
O 0.038 -2.655 2.056
C 1.556 0.617 1.395
O 2.443 1.039 2.056
C 0.510 1.352 -3.112
C -0.906 1.421 -2.987
C -1.668 0.247 -2.988
C -1.026 -1.018 -3.112
C 0.367 -1.088 -3.227
C 1.143 0.108 -3.227
H 1.102 2.284 -3.147
H -1.402 2.407 -2.926
H -2.770 0.297 -2.928
H -1.636 -1.939 -3.145
H 0.868 -2.065 -3.366
H 2.239 0.049 -3.364
N 0.593 1.016 4.652
C -0.006 0.004 3.919
N -0.684 -0.955 4.654
S -0.514 0.332 2.257
H 0.583 1.103 5.686
H 1.025 1.759 4.038
H -1.185 -1.655 4.041
H -0.766 -0.982 5.688
```

- The highest largest force on an atom belongs to which entry?
  C15H19N5O2STc

- Among the records above, which one has the lowest energy relative to the best compared isomer or geometry (same formula, charge and spin)?
  C3H5OS

- Which of these has the lowest largest force on an atom?
  C3H5OS